No. 1
{"formula": "C2H2O3Y", "method": "ωB97M-V with the def2-TZVPD basis set", "elements": ["H", "O", "O", "C", "C", "Y", "O", "H"], "xyz": [[-1.60050, 0.69824, 1.66300], [-1.69554, -1.09476, 0.41289], [-0.63274, -1.15869, -0.56621], [-1.26270, 0.22194, 0.74069], [-0.16163, 0.11934, -0.24924], [2.27386, 0.23730, 0.24490], [-1.19626, 1.36947, -0.64603], [-0.95874, 2.18205, -0.19007]], "atomic_forces_ev_per_a": [[-0.1, 0.1, -0.4], [0.0, 3.4, 0.5], [0.2, 1.4, -0.8], [0.1, -2.6, -1.1], [0.4, 0.5, 1.9], [-0.3, -0.1, -0.4], [-0.8, -3.3, 0.0], [0.4, 0.5, 0.4]], "nbo_charge": [0.286, -0.100, -0.163, 0.320, -0.131, 1.833, -0.559, 0.515], "relative_energy_kj_mol": 881.4, "s2": 0.75, "lumo_energy_ev": [-10.52, -10.58], "total_energy_ha": -340.4312, "charge": 2, "homo_ev": [-16.86, -19.49], "multiplicity": 2, "gap_ha": [0.233, 0.327], "fmax_ev_per_a": 3.483}

No. 2
{"formula": "C2H2O4", "method": "ωB97M-V with the def2-TZVPD basis set", "elements": ["O", "C", "O", "C", "O", "O", "H", "H"], "xyz": [[1.20539, 1.05519, -0.07846], [0.51213, -0.01003, -0.12614], [0.80358, -1.28285, 0.16679], [-0.92643, -0.04115, -0.07372], [-1.66235, -1.00307, -0.10634], [-1.28323, 1.16234, 0.19703], [1.70552, -1.62773, 0.11191], [-0.35461, 1.74730, -0.09108]], "atomic_forces_ev_per_a": [[-2.1, -4.0, -0.9], [4.9, 0.2, 1.5], [1.3, 0.2, -0.8], [-3.7, -0.5, 0.0], [0.9, 0.8, -0.2], [1.3, 4.2, -1.1], [0.3, 0.7, 0.1], [-3.0, -1.7, 1.4]], "nbo_charge": [-0.571, 0.684, -0.625, 0.630, -0.518, -0.629, 0.514, 0.516], "relative_energy_kj_mol": 187.4, "lumo_energy_ev": -0.66, "total_energy_ha": -378.3429, "charge": 0, "homo_ev": -10.81, "gap_ha": 0.373, "smiles": "O=C(O)C(=O)O", "fmax_ev_per_a": 5.098}

No. 3
{"formula": "C2H2OS", "method": "ωB97M-V with the def2-TZVPD basis set", "elements": ["C", "C", "O", "S", "H", "H"], "xyz": [[-0.76904, 0.37045, 0.53964], [-0.18097, 0.36865, -0.58416], [0.66179, 0.45116, -2.23699], [-1.08720, -0.17284, 2.10844], [1.24782, -0.29245, -2.09951], [0.12762, -0.72496, 2.27259]], "atomic_forces_ev_per_a": [[0.0, -0.9, 1.2], [-0.3, 0.3, 0.4], [-0.3, 0.6, -0.8], [0.2, 0.7, -1.2], [0.5, -0.5, 0.2], [-0.1, -0.1, 0.2]], "nbo_charge": [-0.411, 0.247, -0.688, 0.270, 0.438, 0.144], "relative_energy_kj_mol": 439.1, "s2": 2.02, "lumo_energy_ev": [-0.03, -3.03], "total_energy_ha": -550.5543, "charge": 0, "homo_ev": [-7.82, -9.74], "multiplicity": 3, "gap_ha": [0.286, 0.247], "fmax_ev_per_a": 1.515}

No. 4
{"formula": "C2H2OS2", "method": "ωB97M-V with the def2-TZVPD basis set", "elements": ["C", "C", "O", "S", "S", "H", "H"], "xyz": [[-1.33964, -0.49774, 0.30152], [-1.33054, 0.40483, -0.50445], [1.90752, -0.12433, 0.61536], [1.96379, 1.52434, 0.65754], [1.82649, -1.05788, -0.70356], [-1.55504, -1.30756, 0.93748], [-1.47257, 1.05834, -1.30387]], "atomic_forces_ev_per_a": [[-0.3, 1.4, -1.3], [-0.1, -1.9, 1.4], [0.2, 0.7, -0.7], [-0.1, -1.4, -0.1], [0.0, 0.7, 0.9], [0.3, -0.4, 0.5], [0.2, 0.9, -0.6]], "nbo_charge": [-0.231, -0.230, -0.650, 0.280, 0.361, 0.236, 0.233], "relative_energy_kj_mol": 542.0, "lumo_energy_ev": [-2.89, -2.89], "total_energy_ha": -948.7986, "charge": 0, "homo_ev": [-9.22, -9.21], "gap_ha": [0.233, 0.232], "fmax_ev_per_a": 2.331}

No. 5
{"formula": "C2H2OY", "method": "ωB97M-V with the def2-TZVPD basis set", "elements": ["C", "C", "H", "H", "O", "Y"], "xyz": [[-0.78833, 0.73952, -0.04835], [-0.34768, -0.49025, -0.03379], [-1.79956, 1.16182, 0.02548], [-0.83513, -1.47682, 0.01256], [2.15469, -0.94995, -0.03957], [1.61601, 1.01568, 0.08366]], "atomic_forces_ev_per_a": [[0.9, 0.2, 0.3], [-0.9, 0.8, 0.1], [0.2, -0.2, -0.1], [0.7, 0.3, -0.1], [-0.2, 4.1, 0.3], [-0.7, -5.3, -0.5]], "lowdin_spin": [0.181, 0.369, 0.052, 0.027, 0.372, -0.001], "relative_energy_kj_mol": 58.7, "s2": 0.77, "lumo_energy_ev": [-1.51, -1.51], "total_energy_ha": -190.7710, "charge": 0, "homo_ev": [-6.05, -7.75], "multiplicity": 2, "gap_ha": [0.167, 0.229], "fmax_ev_per_a": 5.381}

No. 6
{"formula": "C2H2S2", "method": "ωB97M-V with the def2-TZVPD basis set", "elements": ["C", "C", "S", "S", "H", "H"], "xyz": [[0.46505, -0.06137, -0.92796], [-0.70442, -0.74512, 0.26771], [-0.76237, -2.20127, -0.57682], [-0.02677, -1.13212, -2.11983], [0.89701, 0.95280, -1.05650], [-0.62825, -0.75930, 1.47237]], "atomic_forces_ev_per_a": [[-3.6, -0.4, 4.5], [4.8, 3.1, 0.0], [-1.0, -1.3, -0.8], [0.5, -0.7, -0.7], [-0.6, -0.8, 0.0], [-0.2, 0.2, -3.0]], "nbo_charge": [-0.494, -0.530, 0.256, 0.291, 0.236, 0.241], "relative_energy_kj_mol": 302.4, "lumo_energy_ev": -0.01, "total_energy_ha": -873.6226, "charge": 0, "homo_ev": -7.90, "gap_ha": 0.290, "smiles": "c1css1", "fmax_ev_per_a": 5.743}

No. 7
{"formula": "C2H2S3", "method": "ωB97M-V with the def2-TZVPD basis set", "elements": ["C", "C", "S", "S", "S", "H", "H"], "xyz": [[-4.16584, -0.21794, -0.10658], [-0.11531, 0.22472, 0.23159], [-3.85817, -1.71086, 0.19038], [-4.49923, 1.26214, -0.41798], [-1.38682, 0.89949, 0.94419], [0.48699, -0.51582, 0.74159], [0.17859, 0.50108, -0.77460]], "atomic_forces_ev_per_a": [[-0.3, -0.1, -0.1], [-0.4, 0.3, 0.3], [0.0, 0.2, 0.0], [-0.1, -0.2, 0.0], [0.6, 0.0, -0.1], [0.1, -0.2, 0.0], [0.1, 0.0, -0.1]], "nbo_charge": [-0.382, -0.467, 0.180, 0.205, 0.086, 0.189, 0.189], "relative_energy_kj_mol": 32.9, "lumo_energy_ev": -0.49, "total_energy_ha": -1271.9221, "charge": 0, "homo_ev": -8.74, "gap_ha": 0.303, "fmax_ev_per_a": 0.611}

No. 8
{"formula": "C2H30BeO15", "method": "ωB97M-V with the def2-TZVPD basis set", "elements": ["Be", "O", "C", "C", "O", "H", "H", "H", "H", "O", "H", "H", "O", "H", "H", "O", "H", "H", "O", "H", "H", "O", "H", "H", "O", "H", "H", "O", "H", "H", "O", "H", "H", "O", "H", "H", "O", "H", "H", "O", "H", "H", "O", "H", "H", "O", "H", "H"], "xyz": [[-20.87348, 21.16484, -3.64493], [-21.03023, 22.67268, -3.32695], [-22.34129, 22.95157, -2.92062], [-22.77397, 21.55504, -2.53636], [-22.24213, 20.56017, -3.33678], [-22.76404, 23.41705, -3.81817], [-22.26539, 23.52963, -2.02218], [-23.80788, 21.33775, -2.63560], [-22.49462, 21.27859, -1.50412], [-20.18403, 24.55158, -4.95010], [-20.71903, 23.88992, -4.45079], [-19.76499, 25.11510, -4.31674], [-20.46228, 20.92719, -5.29152], [-19.52187, 20.98799, -5.48920], [-20.81630, 20.26563, -5.92664], [-22.01718, 17.05503, -4.10901], [-22.25781, 17.16368, -4.99619], [-22.63220, 17.63570, -3.65435], [-24.43732, 19.22502, -4.00559], [-24.96656, 19.16886, -3.21226], [-23.64418, 19.75026, -3.82822], [-20.01017, 21.10382, -0.25016], [-19.11406, 21.08814, 0.03595], [-20.48401, 20.45343, 0.26612], [-18.26673, 22.65911, -4.57039], [-17.41925, 22.71528, -5.06490], [-18.81467, 23.38945, -4.82244], [-25.31173, 18.77453, -1.63686], [-25.33777, 19.64604, -1.19786], [-24.42733, 18.39433, -1.55773], [-21.17022, 23.52128, 0.26133], [-20.70787, 22.70595, 0.05868], [-21.46022, 23.82800, -0.56603], [-22.06795, 18.96924, -6.36535], [-22.68343, 19.63305, -6.15071], [-21.76967, 19.10413, -7.25866], [-22.39936, 20.10709, 1.01184], [-22.63804, 19.88032, 0.10687], [-22.34435, 19.21481, 1.41334], [-19.57979, 20.36975, -2.79210], [-19.49501, 19.38186, -2.85945], [-19.57902, 20.59435, -1.82137], [-22.61959, 18.75133, -1.32722], [-21.72937, 18.44700, -1.20849], [-22.63677, 19.42021, -2.04806], [-19.17290, 23.96713, -1.98152], [-19.91678, 23.54428, -2.39587], [-18.96948, 24.83011, -2.26719]], "atomic_forces_ev_per_a": [[0.8, -0.2, -0.7], [1.7, 0.2, -0.2], [1.1, -1.5, -0.6], [-2.0, -0.5, 1.2], [1.0, -0.7, -1.0], [-1.1, 0.1, 0.7], [-0.8, 0.9, 0.1], [-1.7, 0.8, 0.5], [0.0, 1.1, 0.1], [-0.4, -0.3, -1.1], [0.5, 0.1, 0.2], [0.1, 0.5, 0.7], [0.3, -0.5, -0.7], [0.4, 0.6, 0.3], [-0.3, 0.0, 1.0], [0.8, -0.3, 2.1], [-0.4, 0.3, -2.2], [-0.3, 0.1, 0.1], [0.4, -0.2, -1.7], [-0.4, 0.0, 0.5], [0.1, 0.1, 0.0], [-0.2, -0.2, -1.1], [1.3, 0.2, 0.7], [-0.8, -0.3, 0.7], [2.0, -1.8, -0.4], [-1.0, 0.2, 0.5], [-0.8, 1.2, -0.5], [-0.9, 0.4, 0.5], [0.3, -0.8, -0.1], [0.1, 0.2, 0.5], [0.0, -0.2, 1.9], [0.2, -0.1, 0.0], [-0.3, 0.9, -1.4], [1.7, -1.3, 0.0], [-1.7, 1.3, 0.4], [-0.3, 0.0, -0.8], [0.6, -0.8, 0.8], [-0.3, -0.1, -0.4], [-0.2, 0.8, 0.0], [0.3, -1.3, 0.2], [-0.2, 1.4, -0.1], [-0.3, 0.1, -0.5], [-0.9, 0.2, 0.1], [0.7, -0.3, -0.3], [0.8, -0.3, -0.4], [1.3, -1.0, 2.0], [-0.8, -0.2, -1.1], [-0.1, 1.3, -0.6]], "nbo_charge": [1.707, -1.087, -0.076, -0.117, -1.072, 0.180, 0.159, 0.171, 0.145, -0.978, 0.505, 0.463, -1.018, 0.523, 0.517, -0.960, 0.476, 0.480, -1.026, 0.486, 0.476, -0.953, 0.492, 0.513, -0.987, 0.469, 0.495, -0.954, 0.480, 0.504, -0.942, 0.479, 0.446, -0.938, 0.494, 0.477, -0.962, 0.486, 0.467, -1.018, 0.508, 0.525, -1.006, 0.484, 0.519, -0.984, 0.493, 0.458], "relative_energy_kj_mol": 0.0, "lumo_energy_ev": -0.36, "total_energy_ha": -1237.6698, "charge": 0, "homo_ev": -9.98, "gap_ha": 0.353, "fmax_ev_per_a": 2.673}